The following is a DFT calculation (ωB97M-V/def2-TZVPD) of 2 unconnected molecules or ions with the total composition C27H52BrN4O6 in a non-equilibrium geometry.

Geometry (Å):
C (8.14848, -0.46135, 0.06293)
C (7.30735, -1.16332, -1.01275)
C (6.37008, -2.18918, -0.37784)
C (5.15406, -2.50135, -1.24839)
C (4.00961, -3.08516, -0.40923)
C (3.23333, -1.97478, 0.30401)
C (1.97362, -1.53770, -0.47839)
C (0.72085, -2.25549, 0.06705)
C (-0.43284, -1.35235, 0.53636)
C (-0.87819, -0.49523, -0.62836)
N (-2.25982, 0.10528, -0.51070)
C (-3.26045, -1.01162, -0.71476)
C (-3.96251, -1.04700, 0.61962)
C (-5.24431, -1.87388, 0.83359)
C (-5.67829, -2.67871, -0.35937)
C (-7.13493, -2.57233, -0.73213)
N (-4.84155, -3.42079, -0.96198)
N (-4.05651, 0.41586, 0.88639)
O (-4.66343, 1.14634, -0.18917)
C (-6.08320, 1.19178, -0.04662)
C (-6.66455, 2.22949, -1.01958)
C (-5.66610, 2.70977, -2.06099)
O (-7.76889, 1.59808, -1.68222)
C (-2.66834, 0.71969, 0.60852)
N (-2.05312, 1.56681, 1.37504)
C (-0.68034, 2.03400, 1.10703)
C (-0.69980, 3.00429, -0.07512)
C (0.67995, 3.55235, -0.42803)
C (1.79164, 2.55078, -0.25191)
O (2.09445, 1.73699, -1.11502)
O (2.38174, 2.66780, 0.94447)
C (3.52094, 1.81219, 1.17235)
C (4.75295, 2.31158, 0.45389)
C (-2.71632, 2.15263, 2.53435)
C (-3.24984, 3.54724, 2.22511)
O (-4.14384, 3.74285, 1.43067)
Br (-2.43790, 5.02733, 3.18209)
H (8.93038, -1.13715, 0.40360)
H (7.53616, -0.21097, 0.92339)
H (8.58383, 0.44712, -0.33944)
H (7.98626, -1.65281, -1.70169)
H (6.71472, -0.40685, -1.51895)
H (6.90927, -3.10458, -0.15508)
H (6.00990, -1.77060, 0.55852)
H (4.81125, -1.55746, -1.66937)
H (5.44379, -3.18740, -2.03748)
H (4.48550, -3.69245, 0.35739)
H (3.36728, -3.72457, -1.00725)
H (3.90590, -1.12711, 0.40362)
H (2.95969, -2.27785, 1.30915)
H (2.13017, -1.90348, -1.48634)
H (1.87889, -0.45737, -0.49798)
H (0.28921, -2.82527, -0.75600)
H (0.96377, -2.98456, 0.82794)
H (-1.19739, -2.04829, 0.85600)
H (-0.06366, -0.75181, 1.36445)
H (-0.16753, 0.31868, -0.75111)
H (-0.83963, -1.03365, -1.56163)
H (-3.91819, -0.83010, -1.55198)
H (-2.83420, -1.98180, -0.93661)
H (-3.30610, -1.33747, 1.43571)
H (-6.03901, -1.21292, 1.15563)
H (-5.07424, -2.53643, 1.67368)
H (-7.40904, -3.32774, -1.45550)
H (-7.36532, -1.56593, -1.06527)
H (-7.71212, -2.74741, 0.17274)
H (-5.30985, -3.90064, -1.72736)
H (-6.34713, 1.40196, 0.98499)
H (-6.48899, 0.24205, -0.36768)
H (-7.10501, 3.06035, -0.48540)
H (-5.11464, 3.57871, -1.72666)
H (-6.24621, 3.05317, -2.91273)
H (-5.00509, 1.93025, -2.41922)
H (-7.45221, 1.25555, -2.52137)
H (-0.37691, 2.58776, 1.98645)
H (0.02720, 1.21957, 1.00044)
H (-1.20358, 2.51967, -0.90661)
H (-1.30939, 3.85232, 0.21774)
H (0.67178, 3.82440, -1.47664)
H (0.86611, 4.46480, 0.12433)
H (3.27575, 0.78846, 0.91113)
H (3.70449, 1.84474, 2.23857)
H (5.51681, 1.54378, 0.45021)
H (5.13178, 3.19207, 0.95732)
H (4.53888, 2.55646, -0.57944)
H (-3.52535, 1.54358, 2.89975)
H (-1.98654, 2.19531, 3.33294)
O (10.29106, -2.57736, 1.09071)
H (11.01888, -2.78341, 1.68643)
H (10.55461, -2.96820, 0.25103)

Output
M (g mol⁻¹): 608.639
Total charge: +1
Frontier orbital gap (eV): 9.38

Here are the Löwdin charges for atoms 1 to 6, given in e: number 1, C, carries -0.1088; number 2, C, carries -0.2520; number 3, C, carries -0.2275; number 4, C, carries -0.2088; number 5, C, carries -0.2034; number 6, C, carries -0.2042


The following is a DFT calculation (ωB97M-V/def2-TZVPD) of 7 unconnected molecules or ions with the total composition C27H52ClNO9PS in a non-equilibrium geometry.

Geometry (Å):
S (4.81110, -6.32357, 3.86588)
C (3.70970, -6.40824, 2.73768)
N (2.88493, -6.51415, 1.88414)
C (2.79748, -5.75974, 0.55786)
O (3.86845, -5.94118, -0.22895)
P (4.95010, -4.48290, -0.42175)
C (6.07361, -2.98769, -0.60624)
C (7.48531, -3.27139, -0.08533)
C (8.09019, -2.28090, 0.90992)
Cl (6.93156, -1.64231, 2.11308)
O (3.71480, -3.56677, 0.43728)
C (2.56212, -4.24456, 0.81704)
C (1.32680, -3.72912, 0.06048)
C (0.60447, -2.63993, 0.80496)
C (0.00460, -1.52585, 0.06708)
O (1.21530, -1.38895, 0.91810)
H (1.92445, -6.19924, 0.06483)
H (4.25928, -4.19037, -1.66567)
H (5.87221, -5.31964, -1.16180)
H (5.56307, -4.84236, 0.83450)
H (5.62526, -2.10781, -0.14805)
H (6.12155, -2.80234, -1.68465)
H (7.52836, -4.27300, 0.35602)
H (8.17657, -3.27904, -0.93451)
H (8.56401, -1.43544, 0.41481)
H (8.86068, -2.77652, 1.49911)
H (2.42882, -4.06052, 1.89183)
H (0.59894, -4.53395, -0.07602)
H (1.65257, -3.30444, -0.88957)
H (0.04840, -2.96937, 1.68274)
H (-0.80671, -0.96466, 0.50568)
H (0.35693, -1.28657, -0.92690)
C (-5.22461, -2.03533, -1.07751)
C (-3.82885, -1.76244, -1.58263)
O (-2.86427, -1.82421, -0.85368)
C (-3.70964, -1.38861, -3.03496)
H (-5.18372, -2.28810, -0.01957)
H (-5.83510, -1.14181, -1.21578)
H (-5.67627, -2.86030, -1.63108)
H (-4.29194, -0.48474, -3.21597)
H (-4.10296, -2.18539, -3.66414)
H (-2.66328, -1.21027, -3.27702)
C (-4.90293, 3.47063, -0.25665)
C (-4.64773, 2.00478, -0.46286)
O (-5.08652, 1.38965, -1.41211)
C (-3.78810, 1.33844, 0.58271)
H (-5.51369, 3.85808, -1.07108)
H (-5.41822, 3.64202, 0.68910)
H (-3.94038, 3.98425, -0.24288)
H (-4.25898, 1.43609, 1.56310)
H (-2.81706, 1.83622, 0.62632)
H (-3.64595, 0.28603, 0.34847)
C (-7.39347, -1.98598, -6.95615)
C (-6.53840, -1.34918, -5.88514)
O (-6.15246, -1.97170, -4.92591)
C (-6.19061, 0.10830, -6.07492)
H (-7.57390, -3.02884, -6.70775)
H (-8.34636, -1.45976, -7.03583)
H (-6.89141, -1.92348, -7.92320)
H (-7.10188, 0.70704, -6.12468)
H (-5.64523, 0.24383, -7.01073)
H (-5.57921, 0.45186, -5.24416)
C (-0.16556, 3.96841, -1.57941)
C (-0.66699, 4.74691, -0.38950)
O (-1.71628, 4.47668, 0.14860)
C (0.20724, 5.87483, 0.10153)
H (-0.87648, 3.18621, -1.83398)
H (-0.03359, 4.63454, -2.43408)
H (0.80116, 3.51664, -1.35096)
H (0.35211, 6.60881, -0.69314)
H (1.18710, 5.48887, 0.38689)
H (-0.25827, 6.35354, 0.95952)
C (8.22823, 0.68363, 4.50466)
C (9.66305, 0.97304, 4.14393)
O (10.09050, 0.86488, 3.01984)
C (10.56034, 1.41752, 5.28151)
H (7.66831, 0.35629, 3.63197)
H (8.18948, -0.10501, 5.25872)
H (7.77294, 1.58187, 4.92814)
H (10.59215, 0.64826, 6.05510)
H (10.16934, 2.33202, 5.73140)
H (11.56514, 1.59739, 4.90649)
C (-5.30333, 6.06636, 3.00200)
C (-6.69466, 5.62274, 2.61861)
O (-6.90221, 4.53394, 2.13823)
C (-7.81314, 6.60796, 2.86214)
H (-4.58858, 5.27865, 2.77651)
H (-5.03257, 6.96796, 2.44955)
H (-5.26520, 6.29920, 4.06770)
H (-7.62918, 7.52791, 2.30447)
H (-7.86465, 6.86090, 3.92255)
H (-8.75829, 6.17403, 2.54570)

Output
M (g mol⁻¹): 633.205
Total charge: -1
Frontier orbital gap (eV): 6.16

Here are the Löwdin charges for atoms 1 to 6, given in e: number 1, S, carries 0.6105; number 2, C, carries -0.8322; number 3, N, carries 0.1180; number 4, C, carries -0.4055; number 5, O, carries -0.2784; number 6, P, carries 0.5306